1.
ORCA calculation (ωB97M-V/def2-TZVPD) on 7 unconnected molecules or ions with the total composition C38H28FO14S in a non-equilibrium geometry.

Its net charge is +1. The calculation puts the relative energy (zero: lowest compared OMol25 entry of this formula, charge and spin) at 3.7421 eV. As for the calculated total energy: -3015.6034 Ha. The calculation puts the HOMO-LUMO gap at 5.65 eV. For the strongest force on any atom, the calculation gives 10.31 eV Å⁻¹.

Each line ends with the Mulliken charge.
Positions of all 82 atoms, in Å:
O  0.30520  7.56664  3.97819  -0.41
C  0.06765  6.39156  3.33230  0.40
F  -1.02817  5.47968  3.74260  -0.23
C  1.09714  6.10585  2.04578  -0.04
S  0.49359  7.30552  0.68649  0.34
O  1.72304  7.40383  -0.52031  -0.40
H  1.08952  4.98544  1.69657  0.20
H  2.20731  6.38896  2.32492  0.38
H  -0.70878  6.79981  0.12469  0.34
H  2.57189  7.75938  -0.08409  0.42
C  3.05417  2.47893  -0.39249  -0.15
C  3.10110  1.28223  -0.98582  -0.97
C  2.47764  0.09561  -0.36742  0.65
O  2.52183  -1.00050  -0.90882  -0.66
C  1.79929  0.28287  0.93050  -0.39
C  1.75236  1.47956  1.52383  -0.63
C  2.37583  2.66619  0.90543  0.44
O  2.33163  3.76230  1.44683  -0.71
H  3.50693  3.35927  -0.83211  0.50
H  3.59421  1.12873  -1.93824  0.67
H  1.34654  -0.59747  1.37012  0.63
H  1.25926  1.63306  2.47625  0.61
C  -3.19084  -2.60107  -2.65019  -0.24
C  -3.14104  -1.72101  -1.64553  -0.52
C  -1.85350  -1.30118  -1.05801  0.54
O  -1.80709  -0.49725  -0.13712  -0.61
C  -0.62376  -1.88997  -1.62447  -0.26
C  -0.67356  -2.77003  -2.62913  -0.50
C  -1.96110  -3.18986  -3.21665  0.46
O  -2.00751  -3.99380  -4.13755  -0.63
H  -4.12687  -2.92022  -3.09205  0.46
H  -4.03409  -1.27961  -1.21957  0.45
H  0.31227  -1.57082  -1.18261  0.31
H  0.21949  -3.21143  -3.05509  0.47
C  -4.05049  1.91430  5.66944  -0.39
C  -5.21155  2.39795  6.12150  -0.34
C  -5.46277  3.85119  6.18635  0.33
O  -6.52441  4.29480  6.60184  -0.54
C  -4.38248  4.74867  5.73106  -0.35
C  -3.22142  4.26502  5.27900  -0.25
C  -2.97020  2.81178  5.21415  0.35
O  -1.90856  2.36818  4.79866  -0.55
H  -3.84974  0.85124  5.61600  0.42
H  -6.01404  1.75270  6.45837  0.41
H  -4.58324  5.81173  5.78450  0.43
H  -2.41893  4.91027  4.94213  0.55
C  0.78278  1.01446  -3.44615  0.20
C  -0.23239  0.48855  -4.13836  -0.41
C  -0.35918  0.70182  -5.59357  0.07
O  -1.28912  0.22250  -6.22759  -0.53
C  0.67960  1.51695  -6.25410  -0.49
C  1.69478  2.04287  -5.56189  -0.50
C  1.82157  1.82959  -4.10668  0.41
O  2.75150  2.30892  -3.47266  -0.55
H  0.89023  0.86831  -2.37828  0.35
H  -1.00190  -0.11224  -3.66854  0.58
H  0.57215  1.66310  -7.32197  0.42
H  2.46429  2.64365  -6.03172  0.43
C  -3.08050  -7.07584  -3.79359  -0.16
C  -3.03357  -8.27253  -4.38692  -0.48
C  -3.65704  -9.45916  -3.76853  0.30
O  -3.61284  -10.55526  -4.30992  -0.55
C  -4.33538  -9.27190  -2.47061  -0.36
C  -4.38231  -8.07520  -1.87728  -0.41
C  -3.75884  -6.88857  -2.49568  0.42
O  -3.80304  -5.79247  -1.95428  -0.51
H  -2.62774  -6.19550  -4.23322  0.52
H  -2.54047  -8.42603  -5.33934  0.43
H  -4.78814  -10.15223  -2.03099  0.40
H  -4.87541  -7.92170  -0.92486  0.41
C  6.86635  -0.48122  3.69265  -0.36
C  5.54647  -0.45362  3.90115  -0.45
C  4.60491  -1.04408  2.92954  0.53
O  3.39658  -1.01750  3.11860  -0.58
C  5.17818  -1.66730  1.72009  -0.30
C  6.49807  -1.69491  1.51159  -0.38
C  7.43962  -1.10444  2.48321  0.32
O  8.64795  -1.13103  2.29414  -0.54
H  7.57070  -0.05212  4.39481  0.42
H  5.11049  -0.00088  4.78364  0.43
H  4.47384  -2.09640  1.01793  0.49
H  6.93404  -2.14764  0.62911  0.43



2.
ORCA calculation (ωB97M-V/def2-TZVPD) on a molecular structure, C33H36ClIN6O7V.

Its net charge is +1. The calculation puts the relative energy (zero: lowest compared OMol25 entry of this formula, charge and spin) at 0.9010 eV. As for the spin multiplicity: 3. As for the calculated total energy: -3836.2343 Ha. The calculation puts the HOMO-LUMO gap (alpha / beta) at 7.70 / 7.80 eV. For the strongest force on any atom, the calculation gives 0.73 eV Å⁻¹.

Each line ends with the Löwdin spin population.
Positions of all 85 atoms, in Å:
V  -1.04568  -0.10183  -0.48726  1.93
C  1.30733  2.44513  -3.35478  0.00
C  0.79340  1.10350  -3.77891  0.00
N  0.73499  0.84130  -5.06976  0.00
C  0.31189  -0.35441  -5.50058  0.00
C  -0.06387  -1.37591  -4.65508  0.00
C  -0.47397  -2.72457  -5.18786  0.00
O  -0.64306  -2.63799  -6.58440  0.00
C  -0.04558  -1.11291  -3.27087  0.00
C  -0.22657  -2.18989  -2.32551  0.01
N  -0.43907  -2.04064  -1.05698  0.00
C  -0.16742  -3.18900  -0.24282  0.00
C  -1.19496  -3.75604  0.50557  0.00
C  -0.95132  -4.84244  1.32737  0.00
C  0.32924  -5.36742  1.41506  0.00
C  1.35522  -4.81709  0.66772  0.00
C  1.11754  -3.72986  -0.16739  0.00
I  2.72970  -2.99146  -1.26691  0.00
C  0.36800  0.14956  -2.82939  0.00
O  0.37962  0.47061  -1.53300  0.00
H  0.93047  3.20792  -4.03371  0.00
H  1.02530  2.68475  -2.33172  0.00
H  2.39675  2.46025  -3.41946  0.00
H  0.27803  -0.49386  -6.57085  0.00
H  0.30374  -3.46160  -4.93889  0.00
H  -1.40420  -3.04833  -4.70265  0.00
H  -0.82966  -3.51348  -6.93349  0.00
H  -0.06013  -3.20297  -2.69284  0.00
H  -2.18856  -3.34363  0.42306  0.00
H  -1.76323  -5.27901  1.89210  0.00
H  0.53150  -6.21337  2.05724  0.00
H  2.34987  -5.23587  0.72588  0.00
C  -0.35047  4.61449  2.96200  0.00
C  -0.62372  3.26402  2.35476  0.00
O  -0.12481  2.88839  1.31024  0.00
N  -1.48327  2.46479  3.05580  0.00
C  -1.78795  1.10405  2.63367  0.00
C  -0.54150  0.24723  2.56575  0.01
C  0.10814  -0.11377  3.73536  0.00
C  1.34326  -0.73735  3.67750  0.01
C  1.91435  -0.96392  2.43786  0.00
C  1.19016  -0.61904  1.31181  0.01
N  -0.02678  -0.06839  1.36669  0.00
H  0.06378  5.25760  2.19070  0.00
H  0.38418  4.51428  3.76201  0.00
H  -1.24951  5.06703  3.37852  0.00
H  -1.80398  2.77389  3.95664  0.00
H  -2.32158  1.09748  1.68784  0.00
H  -2.45669  0.69005  3.39079  0.00
H  -0.34721  0.12930  4.68622  0.00
H  1.85823  -1.02042  4.58528  0.00
H  2.89230  -1.40819  2.32246  0.00
H  1.58587  -0.78720  0.31987  0.00
C  -4.66561  3.33318  0.14741  0.00
C  -5.32794  2.18502  -0.55428  0.00
C  -6.13716  1.28943  0.13933  0.00
C  -6.80152  0.27889  -0.53249  0.00
Cl  -7.74492  -0.87521  0.37469  0.00
C  -6.72574  0.15228  -1.90857  0.00
C  -5.88652  1.00611  -2.60434  0.00
C  -5.17291  1.98510  -1.92860  0.00
O  -4.34932  2.80131  -2.68088  0.00
C  -2.93605  2.67118  -2.48686  0.00
C  -2.54858  1.40107  -1.74868  0.01
O  -2.41624  0.28992  -2.31720  0.00
O  -2.26852  1.48334  -0.50750  0.00
H  -5.22055  3.59943  1.04559  0.00
H  -4.62508  4.20616  -0.50359  0.00
H  -3.64294  3.08335  0.43385  0.00
H  -6.26813  1.39722  1.20832  0.00
H  -7.29942  -0.60867  -2.42026  0.00
H  -5.77103  0.92962  -3.67682  0.00
H  -2.55179  3.51716  -1.91345  0.00
H  -2.48090  2.65093  -3.47766  0.00
C  -4.21459  -1.95106  2.65230  0.00
N  -4.53884  -1.98780  1.23961  0.00
C  -3.72242  -1.51562  0.28147  0.00
N  -4.13314  -1.59544  -0.99388  0.00
O  -2.59016  -1.05791  0.57752  0.02
H  -4.34422  -2.93717  3.09633  0.00
H  -4.84868  -1.23548  3.17677  0.00
H  -3.17457  -1.65469  2.75631  0.00
H  -5.48061  -2.22635  0.97275  0.00
H  -5.09959  -1.79110  -1.19191  0.00
H  -3.61812  -1.05026  -1.67661  0.00